67
Properties=species:S:1:pos:R:3:nbo_charge:R:1 method="wB97M-V/def2-TZVPD" charge=-2 e_homo_ha=-0.0817 total_energy_ev=-106907.9599 multiplicity=1
K -0.59 1.94 1.25 0.92
O 0.60 0.41 5.17 -1.01
S 0.20 0.05 3.83 2.42
O -1.16 0.47 3.48 -1.03
O 1.18 0.41 2.81 -1.06
C 0.17 -1.75 3.83 -0.31
C 0.41 -2.38 5.05 -0.20
C 0.39 -3.76 5.14 -0.22
C 0.13 -4.53 4.01 -0.25
C -0.11 -3.90 2.80 -0.13
C -0.09 -2.51 2.68 -0.33
P -0.43 -1.71 1.03 0.89
C 0.84 -2.56 0.01 -0.25
C 0.67 -2.72 -1.37 -0.24
C 1.71 -3.20 -2.15 -0.20
C 2.94 -3.50 -1.59 -0.23
C 3.13 -3.33 -0.23 -0.23
C 2.09 -2.86 0.57 -0.24
C -1.99 -2.61 0.65 -0.32
C -2.10 -3.82 -0.02 -0.16
C -3.34 -4.41 -0.22 -0.24
C -4.49 -3.80 0.26 -0.22
C -4.39 -2.59 0.93 -0.22
C -3.15 -2.00 1.12 -0.18
H 0.60 -1.76 5.91 0.24
H 0.59 -4.24 6.10 0.20
H 0.11 -5.61 4.07 0.20
H -0.31 -4.50 1.93 0.20
H -0.26 -2.43 -1.82 0.26
H 1.56 -3.29 -3.22 0.21
H 3.76 -3.85 -2.21 0.20
H 4.09 -3.55 0.23 0.20
H 2.25 -2.72 1.63 0.22
H -1.21 -4.31 -0.40 0.21
H -3.41 -5.35 -0.75 0.20
H -5.46 -4.26 0.10 0.19
H -5.28 -2.09 1.30 0.20
H -3.08 -1.04 1.63 0.23
O -2.14 3.72 -0.25 -0.76
C -1.05 4.12 -0.71 0.74
O 0.06 4.15 -0.13 -0.80
C -1.06 4.63 -2.15 -0.10
C 0.14 4.85 -2.82 -0.12
C 0.14 5.34 -4.12 -0.20
C -1.08 5.61 -4.72 -0.01
C -2.29 5.38 -4.08 -0.20
C -2.26 4.88 -2.79 -0.18
N -1.09 6.18 -6.08 0.54
O -2.17 6.41 -6.60 -0.41
O -0.02 6.40 -6.62 -0.41
H 1.07 4.62 -2.31 0.24
H 1.06 5.51 -4.66 0.23
H -3.21 5.59 -4.60 0.23
H -3.18 4.66 -2.26 0.24
C 3.73 0.87 0.67 -0.84
S 2.85 2.30 0.05 1.29
C 2.74 3.17 1.61 -0.85
O 3.81 3.08 -0.80 -1.01
H 4.68 1.20 1.10 0.21
H 3.90 0.20 -0.17 0.23
H 3.11 0.38 1.42 0.26
H 2.25 2.53 2.34 0.25
H 2.15 4.06 1.42 0.26
H 3.75 3.43 1.93 0.21
S -0.20 0.65 -3.98 -0.43
C -0.89 0.08 -2.59 0.10
N -1.40 -0.36 -1.63 -0.63

---

69
Properties=species:S:1:pos:R:3:nbo_charge:R:1 method="wB97M-V/def2-TZVPD" e_homo_ha=-0.3186 total_energy_ev=-84359.3332 multiplicity=1
Ta -0.29 0.97 -0.71 2.42
O -0.31 2.83 -1.30 -0.73
C -0.31 3.66 -2.33 0.39
C -0.59 5.01 -2.12 -0.25
C -0.57 5.89 -3.19 -0.16
C -0.27 5.44 -4.48 -0.25
C 0.01 4.11 -4.68 -0.13
C -0.01 3.21 -3.61 -0.22
C 0.28 1.82 -3.83 0.21
N 0.21 0.89 -2.94 -0.38
N 0.54 -0.36 -3.45 -0.38
C 0.47 -1.25 -2.53 0.56
O 0.19 -0.96 -1.28 -0.77
C 0.67 -2.67 -2.91 -0.04
C 1.30 -2.99 -4.11 -0.18
C 1.46 -4.32 -4.47 -0.22
C 0.98 -5.33 -3.65 -0.20
C 0.33 -5.01 -2.46 -0.20
C 0.18 -3.68 -2.09 -0.20
H -0.81 5.34 -1.11 0.23
H -0.79 6.93 -3.02 0.22
H -0.26 6.14 -5.30 0.22
H 0.24 3.74 -5.67 0.21
H 0.57 1.50 -4.82 0.21
H 1.67 -2.20 -4.74 0.23
H 1.96 -4.57 -5.39 0.22
H 1.10 -6.37 -3.93 0.22
H -0.06 -5.80 -1.83 0.21
H -0.34 -3.41 -1.20 0.22
O -2.28 -1.41 0.63 -1.00
P -3.10 -0.21 -0.02 2.57
O -4.43 -0.61 -0.44 -1.07
O -2.09 0.37 -1.08 -1.07
O -3.10 0.89 1.17 -1.09
P -2.35 2.34 1.15 2.57
O -2.85 2.95 -0.24 -0.99
O -2.71 3.21 2.26 -1.07
O -0.85 1.92 0.93 -1.08
H -2.89 -2.08 0.95 0.52
H -3.48 3.66 -0.05 0.52
O 3.43 1.92 0.63 -0.55
C 2.58 1.09 0.50 0.82
O 1.61 1.16 -0.43 -0.78
C 2.45 -0.17 1.32 -0.84
P 0.67 -0.43 1.69 0.99
C 0.63 -2.10 2.42 -0.37
C 1.15 -2.36 3.68 -0.13
C 1.13 -3.65 4.19 -0.23
C 0.58 -4.69 3.45 -0.19
C 0.06 -4.44 2.19 -0.22
C 0.08 -3.15 1.68 -0.19
C 0.38 0.61 3.16 -0.36
C -0.83 0.43 3.83 -0.15
C -1.19 1.28 4.86 -0.21
C -0.35 2.31 5.24 -0.19
C 0.86 2.49 4.58 -0.19
C 1.22 1.65 3.53 -0.22
H 3.08 -0.14 2.21 0.26
H 2.76 -1.01 0.69 0.28
H 1.57 -1.55 4.27 0.21
H 1.54 -3.84 5.17 0.22
H 0.57 -5.69 3.85 0.22
H -0.38 -5.24 1.61 0.22
H -0.35 -2.93 0.72 0.23
H -1.50 -0.37 3.54 0.21
H -2.14 1.14 5.37 0.22
H -0.64 2.99 6.03 0.22
H 1.52 3.30 4.86 0.22
H 2.15 1.83 3.02 0.22

---

57
Properties=species:S:1:pos:R:3:nbo_charge:R:1 method="wB97M-V/def2-TZVPD" charge=-1 e_homo_ha=-0.1034 total_energy_ev=-59341.5762 multiplicity=1
C 2.46 -2.17 -1.72 -0.36
C 2.60 -2.24 -3.15 -0.36
C 1.27 -2.34 -3.69 -0.32
H 3.56 -2.30 -3.70 0.19
C 0.35 -1.97 -2.68 -0.46
C 1.05 -2.09 -1.44 -0.31
H 0.60 -2.05 -0.45 0.20
H 3.26 -2.16 -0.95 0.19
H 1.00 -2.79 -4.65 0.19
H -0.71 -1.69 -2.76 0.21
Al 0.91 0.71 -2.25 1.92
Cl 2.73 1.40 -1.36 -0.63
C 0.92 1.98 -3.75 -0.59
C -0.31 1.27 -4.04 -0.43
C 0.03 0.18 -4.92 -0.27
H -1.30 1.69 -3.89 0.24
C 1.42 0.13 -5.05 -0.21
C 2.01 1.14 -4.24 -0.38
H 3.05 1.44 -4.30 0.24
H 0.99 2.95 -3.27 0.27
H -0.67 -0.41 -5.51 0.21
H 1.95 -0.49 -5.79 0.22
N -0.18 0.44 -0.87 -1.66
P -0.44 0.39 0.66 1.84
C -2.07 -0.29 1.05 -0.39
C -2.78 -1.04 0.11 -0.19
C -4.00 -1.65 0.45 -0.17
C -4.55 -1.50 1.73 -0.24
C -3.84 -0.74 2.68 -0.22
C -2.63 -0.14 2.33 -0.21
C 0.66 -0.65 1.69 -0.39
C 0.13 -1.49 2.68 -0.19
C 0.95 -2.09 3.64 -0.23
C 2.34 -1.97 3.51 -0.23
C 2.89 -1.28 2.42 -0.16
C 2.06 -0.63 1.50 -0.21
C -0.48 1.95 1.60 -0.40
C -1.67 2.68 1.71 -0.12
C -1.75 3.78 2.56 -0.25
C -0.60 4.18 3.26 -0.22
C 0.63 3.53 3.05 -0.21
C 0.70 2.41 2.21 -0.18
H -2.38 -1.12 -0.90 0.25
H -4.53 -2.23 -0.30 0.20
H -5.52 -1.95 1.99 0.21
H -4.24 -0.63 3.69 0.20
H -2.12 0.44 3.11 0.22
H -0.93 -1.68 2.76 0.22
H 0.51 -2.61 4.50 0.21
H 3.00 -2.41 4.27 0.20
H 3.97 -1.21 2.31 0.20
H 2.47 -0.08 0.65 0.27
H -2.57 2.37 1.15 0.22
H -2.71 4.28 2.73 0.21
H -0.66 5.00 3.97 0.20
H 1.52 3.83 3.61 0.21
H 1.65 1.89 2.06 0.24